{"formula": "C5H12O2", "method": "ωB97M-V/def2-TZVPD", "lumo_ev": 0.74, "orbital_gap_ha": 0.383, "smiles": "C=CCC=C.O.O", "e_above_lowest_kj_mol": 157.4, "homo_ev": -9.683, "species": ["C", "C", "C", "C", "C", "H", "H", "H", "H", "H", "H", "H", "H", "O", "H", "H", "O", "H", "H"], "coordinates": [[-0.5143, -2.0914, 0.0362], [0.3969, -1.3545, -0.5859], [0.0962, -0.1343, -1.4124], [0.7470, 1.0968, -0.8354], [1.7201, 1.7717, -1.4245], [-0.2350, -2.9803, 0.5869], [-1.5631, -1.8313, -0.0283], [1.4549, -1.6065, -0.5117], [-0.9845, 0.0227, -1.4353], [0.4454, -0.2885, -2.4366], [0.3389, 1.4023, 0.1233], [2.1519, 2.6584, -0.9837], [2.1086, 1.4676, -2.3875], [-2.3749, 0.6576, 0.9311], [-3.0749, 0.9255, 1.5420], [-1.5955, 0.5181, 1.4926], [-0.0726, -0.0138, 2.5533], [0.2431, -0.7189, 1.9699], [0.7119, 0.4987, 2.8058]], "atomic_forces_ev_per_a": [[0.09, -0.02, -0.14], [0.18, 0.07, -0.04], [-0.06, 0.12, 0.15], [-0.19, -0.24, -0.10], [0.01, 0.07, 0.05], [-0.03, 0.00, 0.07], [-0.06, -0.03, 0.07], [-0.09, -0.09, 0.01], [-0.02, -0.04, -0.04], [0.02, -0.01, 0.00], [0.11, 0.14, 0.01], [0.02, 0.05, 0.07], [0.02, -0.04, -0.07], [-0.17, 0.08, 0.14], [0.22, -0.08, -0.20], [-0.05, 0.02, 0.07], [0.33, 0.17, 0.14], [0.00, 0.08, -0.04], [-0.34, -0.25, -0.16]]}